Record 1
{"formula": "C43H31BiBrN8O5", "method": "ωB97M-V with the def2-TZVPD basis set", "symbols": ["Bi", "O", "C", "O", "C", "C", "C", "C", "C", "C", "C", "C", "C", "N", "H", "H", "H", "H", "H", "H", "O", "C", "C", "C", "C", "N", "C", "C", "C", "C", "C", "C", "O", "C", "C", "N", "H", "H", "H", "H", "H", "H", "H", "H", "H", "H", "H", "H", "Br", "C", "C", "C", "C", "C", "C", "N", "N", "C", "C", "C", "C", "O", "C", "N", "C", "C", "C", "C", "H", "H", "H", "H", "H", "H", "H", "H", "H", "N", "C", "C", "C", "C", "N", "C", "C", "H", "H", "H", "H"], "coordinates": [[0.81803, 0.12664, 0.70889], [3.38603, -0.88517, 4.01204], [2.52020, -0.90288, 3.17149], [2.47107, -0.10891, 2.13048], [1.39000, -1.91669, 3.32420], [1.39928, -2.79669, 4.42714], [0.36466, -3.67273, 4.56661], [-0.68204, -3.68784, 3.61211], [-1.79325, -4.56087, 3.69721], [-2.76726, -4.53461, 2.74108], [-2.67676, -3.63283, 1.65592], [-1.62224, -2.77207, 1.55573], [-0.60047, -2.78217, 2.53413], [0.44140, -1.90887, 2.42332], [2.22131, -2.73643, 5.12543], [0.32973, -4.36300, 5.40167], [-1.85947, -5.24429, 4.53490], [-3.61538, -5.20278, 2.80959], [-3.45404, -3.62829, 0.90229], [-1.55426, -2.06903, 0.73204], [-0.21830, -6.28416, -2.42266], [0.94435, -6.07469, -1.65008], [1.04550, -4.61776, -1.29724], [2.02469, -4.17553, -0.41716], [2.05687, -2.83981, -0.07907], [1.18544, -1.95375, -0.56918], [0.27984, -2.35400, -1.47328], [0.17912, -3.68610, -1.84608], [-0.58168, -1.29767, -2.08643], [-1.42060, -1.56720, -3.15761], [-2.15856, -0.53939, -3.72676], [-3.10235, -0.81540, -4.87541], [-2.80229, -1.99928, -5.57907], [-2.02195, 0.74011, -3.20604], [-1.16954, 0.93149, -2.13570], [-0.46879, -0.06050, -1.58446], [-0.22791, -7.19088, -2.74345], [1.84798, -6.36509, -2.19673], [0.92157, -6.65498, -0.72196], [2.74768, -4.86048, 0.00821], [2.79670, -2.44521, 0.60898], [-0.56312, -4.02270, -2.55239], [-1.50743, -2.55930, -3.57609], [-3.14337, 0.05564, -5.53449], [-4.10423, -0.95495, -4.46575], [-2.02834, -1.85653, -6.13399], [-2.56047, 1.57897, -3.62863], [-1.02514, 1.91999, -1.70803], [-2.83679, 4.86827, -2.91358], [-1.01601, 5.37789, -2.79220], [-0.04621, 4.57425, -3.37376], [1.28867, 4.91224, -3.23355], [1.64875, 6.05521, -2.52171], [0.66123, 6.89490, -2.02886], [-0.67703, 6.54771, -2.13798], [3.01520, 6.48755, -2.37677], [3.90891, 5.72647, -1.96329], [3.59036, 4.41668, -1.47597], [4.29329, 3.35446, -1.97857], [3.94158, 2.02672, -1.68848], [2.88269, 1.74164, -0.85493], [2.46070, 0.50609, -0.64104], [2.24042, 2.84539, -0.21477], [1.25901, 2.54008, 0.67696], [0.63696, 3.49807, 1.33295], [0.97469, 4.84808, 1.16164], [1.94406, 5.18040, 0.25675], [2.59493, 4.17810, -0.49440], [-0.33067, 3.69160, -3.93141], [2.04965, 4.29064, -3.68266], [0.95185, 7.81248, -1.53178], [-1.44628, 7.18592, -1.72537], [5.09610, 3.55922, -2.67720], [4.48217, 1.20446, -2.13861], [-0.13939, 3.18551, 2.02163], [0.47088, 5.60604, 1.74420], [2.23187, 6.21632, 0.12755], [-4.23326, -2.14683, 6.01667], [-3.60054, -1.47098, 5.33734], [-2.79322, -0.63411, 4.48406], [-1.53229, -0.22064, 4.89550], [-0.78004, 0.54323, 4.02138], [-1.20842, 0.90175, 2.80746], [-2.43422, 0.52234, 2.43889], [-3.26399, -0.24467, 3.23624], [-1.14866, -0.50093, 5.86687], [0.22089, 0.86344, 4.29190], [-2.75935, 0.83676, 1.45206], [-4.24075, -0.55308, 2.89111]], "e_tot_ha": -5259.943564, "homo_ha": -0.369, "charge": 1, "de_lowest_kcal_mol": 0.29, "e_lumo_ev": -3.165, "orbital_gap_ev": 6.87}

Record 2
{"formula": "C43H31Cl2N5O4PRuS3", "method": "ωB97M-V with the def2-TZVPD basis set", "symbols": ["Ru", "S", "C", "C", "N", "C", "S", "C", "N", "O", "O", "N", "C", "N", "C", "C", "C", "C", "C", "C", "S", "H", "H", "H", "H", "H", "H", "Cl", "C", "C", "C", "C", "C", "Cl", "C", "N", "C", "C", "C", "C", "C", "C", "C", "C", "O", "O", "H", "H", "H", "H", "H", "H", "H", "H", "H", "H", "C", "C", "C", "C", "C", "C", "P", "C", "C", "C", "C", "C", "C", "C", "C", "C", "C", "C", "C", "H", "H", "H", "H", "H", "H", "H", "H", "H", "H", "H", "H", "H", "H", "H"], "coordinates": [[-0.39614, 0.26100, -0.92891], [-0.25707, 2.34754, -0.38446], [-1.39948, 3.40118, -1.25394], [-2.28636, 4.10916, -0.37669], [-3.00545, 4.57280, 0.39948], [-1.54885, 3.68596, -2.60787], [-0.69450, 2.65766, -3.89259], [-2.49869, 4.54773, -3.12555], [-3.16498, 5.21882, -3.78891], [0.25292, -0.16183, -2.41655], [-1.40886, 1.43923, -3.67352], [-0.67222, -2.49653, -3.11077], [-0.16399, -2.79150, -1.88453], [0.08340, -1.83055, -0.96827], [0.75458, -2.30452, 0.10539], [1.28479, -1.51671, 1.16545], [1.92389, -2.16715, 2.21079], [2.09590, -3.54946, 2.20276], [1.56059, -4.30137, 1.13399], [0.90571, -3.70719, 0.07067], [0.22116, -4.38501, -1.37940], [-0.57252, -1.50866, -3.43832], [-0.94050, -3.19533, -3.78721], [1.20304, -0.43198, 1.17093], [2.34295, -1.57489, 3.04590], [2.62290, -4.07331, 3.00767], [1.64595, -5.39005, 1.10772], [5.65089, 0.81470, 0.78992], [4.99159, -0.67306, 0.26531], [5.50769, -1.83682, 0.84204], [5.12736, -3.10958, 0.40494], [4.26503, -3.21744, -0.71508], [3.78477, -2.07636, -1.35059], [2.83557, -2.21364, -2.78463], [4.00348, -0.78437, -0.76884], [3.26442, 0.30342, -1.22207], [3.21069, 1.64299, -0.76400], [2.91486, 1.88119, 0.58276], [2.82618, 3.16674, 1.07878], [2.98067, 4.23062, 0.18260], [3.13699, 3.99818, -1.18050], [3.26544, 2.70102, -1.68399], [3.34353, 2.47944, -3.19328], [1.97818, 2.41310, -3.83395], [1.73682, 1.88596, -4.93459], [0.96068, 2.98474, -3.15927], [6.22427, -1.69342, 1.66869], [5.53935, -4.00926, 0.88378], [3.96040, -4.19589, -1.11279], [2.53490, 0.04964, -1.88020], [2.77371, 1.00425, 1.22344], [2.62074, 3.32905, 2.14885], [2.93011, 5.25731, 0.54793], [3.13382, 4.84097, -1.87851], [3.85702, 1.55320, -3.45645], [3.88011, 3.31662, -3.65709], [-6.07066, 1.81038, -0.03786], [-5.74797, 1.21042, 1.19038], [-4.46818, 0.70762, 1.44469], [-3.51589, 0.68671, 0.40570], [-3.86135, 1.19919, -0.86634], [-5.09718, 1.84249, -1.03399], [-1.89708, -0.10501, 0.68429], [-2.60447, -1.80342, 0.60343], [-3.06712, -2.24599, -0.65414], [-3.38309, -3.57868, -0.86158], [-3.50880, -4.43861, 0.23763], [-3.18945, -3.96144, 1.51240], [-2.74709, -2.64771, 1.69961], [-1.47268, 0.44308, 2.37128], [-1.65844, 1.79392, 2.75413], [-1.09260, 2.27894, 3.93424], [-0.36494, 1.44769, 4.78817], [-0.20946, 0.08893, 4.44878], [-0.79092, -0.40525, 3.28092], [-7.07610, 2.19907, -0.21510], [-6.50440, 1.12450, 1.98575], [-4.19440, 0.30894, 2.42128], [-3.16074, 1.09686, -1.70377], [-5.31025, 2.36411, -1.98154], [-3.11072, -1.55354, -1.49502], [-3.59368, -3.98213, -1.85477], [-3.85164, -5.46591, 0.07186], [-3.29939, -4.62961, 2.36831], [-2.57576, -2.27117, 2.72287], [-2.26582, 2.45618, 2.14156], [-1.20134, 3.34699, 4.16810], [0.10040, 1.84312, 5.68772], [0.34347, -0.59062, 5.10118], [-0.67969, -1.46842, 3.03336]], "e_tot_ha": -4782.738364, "homo_ha": [-0.343, -0.381], "multiplicity": 5, "charge": 1, "e_lumo_ev": [-2.918, -6.479], "orbital_gap_ev": [6.43, 3.88]}

Record 3
{"formula": "C43H31Cl3NO7P", "method": "ωB97M-V with the def2-TZVPD basis set", "symbols": ["C", "C", "C", "Cl", "C", "C", "C", "C", "C", "N", "C", "P", "O", "Cl", "C", "C", "C", "O", "C", "Cl", "C", "C", "O", "H", "H", "H", "H", "H", "H", "H", "H", "H", "H", "H", "H", "H", "H", "H", "O", "C", "C", "C", "C", "C", "C", "C", "C", "O", "C", "C", "C", "C", "C", "C", "H", "H", "H", "H", "H", "H", "H", "H", "O", "C", "C", "C", "C", "C", "C", "C", "C", "O", "C", "C", "C", "C", "C", "C", "H", "H", "H", "H", "H", "H", "H", "H"], "coordinates": [[-1.54992, 0.36193, 2.62776], [-0.89949, -0.06667, 1.30348], [0.45141, -0.80213, 1.48978], [0.35692, -2.52555, 0.93679], [1.64256, -0.10631, 0.82277], [2.72806, 0.12108, 1.62997], [3.86304, 0.73695, 1.15802], [5.01983, 0.91460, 2.12002], [4.62230, 1.62190, 3.44419], [5.51332, 2.73494, 3.74850], [3.90234, 1.17159, -0.17074], [5.42042, 2.02382, -0.84432], [6.67404, 1.02990, -0.38395], [5.61732, 3.83390, 0.25523], [2.80101, 0.95555, -0.98694], [1.65529, 0.29371, -0.51457], [0.51213, 0.04665, -1.46580], [-0.26185, -0.88392, -1.40205], [0.34870, 1.01615, -2.62380], [-1.20892, 1.22469, -3.35671], [1.42991, 1.64061, -3.05120], [2.78169, 1.42474, -2.43242], [3.75917, 1.66406, -3.10659], [-0.82580, 0.87247, 3.27034], [-2.38001, 1.05058, 2.43392], [-1.99474, -0.51196, 3.11522], [-1.54443, -0.72666, 0.71797], [-0.73920, 0.82929, 0.68842], [0.70706, -0.87930, 2.55016], [2.63465, -0.21244, 2.66099], [5.84261, 1.47161, 1.67682], [5.41497, -0.08782, 2.32770], [4.74733, 0.87600, 4.24566], [3.55312, 1.88388, 3.46245], [5.94637, 3.12544, 2.92406], [5.07715, 3.44698, 4.31383], [7.41744, 1.62701, -0.20853], [1.34103, 2.31577, -3.90111], [-7.20780, 6.68918, 0.95424], [-6.79574, 5.67629, 1.48040], [-5.83751, 4.78554, 0.77035], [-5.39609, 5.13289, -0.50095], [-4.47520, 4.33205, -1.15593], [-3.99028, 3.18082, -0.54314], [-4.44011, 2.82222, 0.71570], [-5.36802, 3.61794, 1.37498], [-5.85399, 3.20920, 2.72067], [-5.48497, 2.16685, 3.22237], [-6.79579, 4.10949, 3.43931], [-7.23309, 3.76264, 4.71176], [-8.08426, 4.60720, 5.40435], [-8.50223, 5.80307, 4.82874], [-8.08005, 6.14674, 3.55543], [-7.23025, 5.30063, 2.85369], [-5.76929, 6.03064, -0.97504], [-4.12897, 4.60615, -2.14424], [-3.26134, 2.56184, -1.05092], [-4.06682, 1.92421, 1.18884], [-6.90468, 2.83521, 5.16127], [-8.42101, 4.33717, 6.39697], [-9.16027, 6.46609, 5.37553], [-8.40823, 7.07514, 3.10772], [1.86705, -5.09807, -0.87451], [2.15918, -5.45162, -1.99734], [1.74851, -4.63938, -3.17436], [1.04217, -3.45836, -2.97309], [0.68661, -2.67402, -4.05769], [1.03624, -3.06413, -5.34741], [1.72523, -4.24794, -5.55352], [2.07854, -5.04287, -4.46981], [2.80237, -6.32172, -4.70581], [3.04268, -6.70014, -5.83395], [3.23107, -7.12425, -3.52677], [3.93909, -8.30323, -3.72592], [4.37158, -9.04220, -2.63765], [4.09901, -8.60624, -1.34454], [3.38199, -7.43919, -1.14109], [2.94099, -6.69670, -2.22956], [0.77363, -3.15101, -1.97003], [0.13899, -1.75319, -3.89903], [0.76757, -2.44319, -6.19258], [1.99177, -4.55322, -6.55645], [4.15505, -8.63985, -4.73095], [4.92623, -9.95842, -2.79465], [4.44594, -9.18066, -0.49517], [3.16769, -7.10267, -0.13556]], "e_tot_ha": -3960.626638, "homo_ha": -0.319, "smiles": "CC[C@@H](Cl)c1cc(CCN)c(P(O)Cl)c2c1C(=O)C(Cl)=CC2=O.O=C1c2ccccc2C(=O)c2ccccc21.O=C1c2ccccc2C(=O)c2ccccc21", "charge": 0, "e_lumo_ev": -1.493, "orbital_gap_ev": 7.20}